A 7-piece molecular cluster, C33H48O17 overall at a distorted geometry, computed with wB97M-V/def2-TZVPD.

Geometry (Å):
O1 6.85 -1.69 3.17
O2 1.12 1.56 -3.05
O3 -5.23 2.12 2.48
O4 -0.61 7.26 0.20
O5 -1.83 7.09 -1.70
O6 -3.98 -3.87 3.87
O7 -0.75 0.77 1.07
O8 8.40 -3.23 3.77
O9 -1.38 -4.19 -4.92
O10 -1.94 -3.07 4.94
O11 -1.10 -2.52 -1.50
O12 -2.90 -3.40 -6.41
O13 1.93 -0.06 2.69
O14 -5.88 -3.72 2.48
O15 -0.77 2.74 -2.62
O16 2.61 1.99 3.36
O17 0.41 -3.32 0.00
C1 -0.81 7.86 1.49
C2 -1.81 8.97 1.26
C3 -4.40 -1.09 0.99
C4 2.59 -1.29 2.33
C5 -2.86 -2.97 -7.78
C6 6.35 -4.05 2.94
C7 -2.84 -3.05 4.06
C8 -2.75 -1.89 2.97
C9 7.07 -5.16 3.66
C10 0.56 2.48 -2.50
C11 -2.66 8.42 0.14
C12 -1.05 -2.10 -2.87
C13 1.15 -2.59 -2.18
C14 4.25 0.34 2.71
C15 8.50 -4.66 3.69
C16 -1.64 -3.72 -6.00
C17 -1.69 7.53 -0.59
C18 -1.44 -2.53 -8.02
C19 -5.67 -0.25 1.57
C20 2.87 0.89 2.95
C21 7.18 -2.84 3.30
C22 1.22 3.54 -1.66
C23 0.04 4.16 -0.95
C24 -4.77 -3.28 2.82
C25 -3.94 -2.04 2.22
C26 -1.54 -0.86 2.89
C27 -1.08 3.96 -1.94
C28 -0.65 -3.45 -7.11
C29 -0.99 -0.63 1.37
C30 0.38 -1.67 -3.10
C31 0.15 -2.85 -1.09
C32 -5.29 0.68 2.82
C33 3.96 -0.88 1.86
H1 9.05 -4.92 2.79
H2 4.70 0.07 3.66
H3 0.24 -2.97 -6.72
H4 6.38 -4.18 1.85
H5 -1.73 0.13 3.44
H6 -6.21 0.35 0.76
H7 -1.18 7.10 2.17
H8 -5.03 2.12 1.52
H9 0.20 5.21 -0.68
H10 4.87 1.06 2.17
H11 1.73 4.25 -2.31
H12 -3.04 9.21 -0.51
H13 -3.15 -3.81 -8.41
H14 -2.38 9.22 2.16
H15 -0.40 -4.40 -7.60
H16 1.93 3.09 -0.95
H17 2.02 -1.79 1.54
H18 4.71 -1.67 1.96
H19 0.51 -0.63 -2.78
H20 -1.31 -1.49 -7.69
H21 -1.69 -1.10 0.60
H22 -1.30 9.87 0.92
H23 -3.61 -0.30 0.73
H24 3.92 -0.59 0.80
H25 0.14 8.24 1.87
H26 -0.17 3.60 -0.03
H27 -2.05 3.88 -1.45
H28 -1.75 -1.28 -3.03
H29 9.05 -5.04 4.56
H30 2.05 -2.11 -1.79
H31 5.33 -3.94 3.29
H32 -6.41 -1.07 1.94
H33 -3.49 7.80 0.51
H34 0.68 -1.73 -4.15
H35 -1.14 -2.59 -9.07
H36 -1.12 4.77 -2.68
H37 -0.66 -1.35 3.45
H38 0.02 -1.17 1.27
H39 -6.11 0.57 3.61
H40 -4.28 0.44 3.30
H41 -1.34 -2.94 -3.51
H42 -3.57 -2.15 -7.93
H43 2.62 -1.94 3.21
H44 1.40 -3.53 -2.67
H45 6.69 -5.24 4.68
H46 6.97 -6.14 3.18
H47 -0.80 1.33 1.87
H48 -4.66 -1.69 0.06

Properties
SMILES string	O=C1OC(=O)C(CCCO)=C1CCO.O=C1CCCO1.O=C1CCCO1.O=C1CCCO1.O=C1CCCO1.O=C1CCCO1.O=C1CCCO1
total energy	-2565.3090	Eh
molecular weight	716.73	g mol⁻¹
E_HOMO	-9.753	eV
total charge	0

The molecule C5H8O at a distorted geometry, computed with wB97M-V/def2-TZVPD.

Geometry (Å):
O1 -1.46 1.08 1.35
C1 -1.36 -0.11 1.15
C2 -0.15 -0.42 -1.21
C3 -0.19 -0.73 0.45
C4 1.07 0.16 0.51
C5 0.60 0.83 -0.77
H1 1.17 0.83 1.36
H2 -0.06 -1.78 0.76
H3 -0.89 -0.19 -2.00
H4 1.99 -0.43 0.38
H5 -2.17 -0.80 1.45
H6 0.39 -1.30 -1.55
H7 -0.20 1.50 -0.44
H8 1.26 1.39 -1.43

Properties
ΔE to the lowest compared entry with this formula, charge and spin	43.0	kcal/mol
SMILES string	O=CC1CCC1
total energy	-270.4894	Eh
molecular weight	84.12	g mol⁻¹
E_HOMO	-9.634	eV
total charge	0

A 2-piece molecular cluster, C19H21F3N overall at a distorted geometry, computed with wB97M-V/def2-TZVPD.

Geometry (Å):
F1 -5.47 -1.04 -3.53
F2 -3.57 -1.75 -4.38
F3 -4.12 0.37 -4.55
N1 1.56 0.36 -0.26
C1 -0.72 -0.42 2.17
C2 4.05 1.59 -1.15
C3 0.18 -2.49 3.12
C4 -3.30 0.87 -1.96
C5 -0.38 -1.80 2.04
C6 2.60 0.65 0.72
C7 -2.61 1.09 -0.78
C8 -1.33 0.39 1.17
C9 -2.10 0.02 0.02
C10 2.96 1.18 -2.14
C11 -2.44 -1.30 -0.39
C12 -3.05 -1.52 -1.63
C13 -3.47 -0.44 -2.40
C14 0.24 -0.46 4.44
C15 1.57 1.13 -1.48
C16 0.51 -1.83 4.31
C17 4.00 0.69 0.09
C18 -4.15 -0.71 -3.71
C19 -0.38 0.23 3.40
H1 -3.68 1.70 -2.55
H2 -1.35 1.46 1.40
H3 3.92 2.63 -0.86
H4 2.92 1.88 -2.98
H5 0.36 -3.57 3.03
H6 1.23 2.17 -1.30
H7 2.54 -0.12 1.50
H8 -2.49 2.12 -0.42
H9 0.99 -2.37 5.13
H10 0.64 0.25 0.15
H11 -0.54 -2.31 1.09
H12 -0.63 1.28 3.52
H13 4.29 -0.33 -0.20
H14 -3.20 -2.54 -2.00
H15 2.41 1.62 1.22
H16 4.71 1.04 0.85
H17 5.03 1.50 -1.63
H18 3.20 0.19 -2.54
H19 0.51 0.07 5.36
H20 0.84 0.68 -2.17
H21 -2.27 -2.15 0.27

Properties
ΔE to the lowest compared entry with this formula, charge and spin	1.5	kcal/mol
total energy	-1090.6852	Eh
molecular weight	320.38	g mol⁻¹
E_HOMO	-11.254	eV
total charge	+1

A 6-piece molecular cluster, C49H46BIN8O17 overall at a distorted geometry, computed with wB97M-V/def2-TZVPD.

Geometry (Å):
I1 -2.19 0.72 -3.43
O1 11.48 -2.32 11.25
O2 -1.98 3.76 -10.02
O3 -2.97 1.32 1.63
O4 -0.92 3.11 1.53
O5 -3.91 -1.59 -2.99
O6 6.12 0.65 5.04
O7 2.16 5.65 -0.32
O8 3.22 1.50 0.73
O9 11.40 -3.20 9.29
O10 -3.25 3.24 -8.35
O11 -3.93 0.70 -0.45
O12 -0.62 -2.13 -3.53
O13 6.18 1.53 7.00
O14 -9.70 2.49 -4.19
O15 -2.89 -4.64 0.84
O16 -8.13 2.08 -2.78
O17 -2.11 -2.80 1.64
N1 1.29 3.45 -0.40
N2 0.51 -2.64 -1.57
N3 1.27 2.78 0.93
N4 5.76 1.47 5.86
N5 11.06 -2.38 10.12
N6 -2.88 -3.74 1.66
N7 -8.54 2.27 -3.90
N8 -2.32 3.03 -9.10
C1 -1.53 1.81 -8.87
C2 3.42 4.37 5.95
C3 -1.38 0.30 -0.05
C4 2.68 -1.09 -0.71
C5 4.75 2.46 5.45
C6 4.24 2.40 4.16
C7 -1.15 -0.18 -7.61
C8 -5.12 0.26 0.27
C9 -4.75 -4.85 2.81
C10 -7.56 2.24 -5.00
C11 2.04 1.58 0.61
C12 0.31 0.40 -9.44
C13 -6.24 1.97 -4.71
C14 -0.44 1.54 -9.68
C15 -5.70 -4.87 3.82
C16 1.28 -3.51 -3.74
C17 3.23 -0.44 -2.00
C18 -6.09 -0.39 -0.68
C19 10.06 -1.37 9.71
C20 -5.76 -3.83 4.74
C21 1.05 0.60 0.11
C22 8.61 -0.47 8.05
C23 9.67 -0.41 10.62
C24 9.54 -1.42 8.43
C25 0.05 -3.86 -0.87
C26 -0.25 1.04 0.32
C27 8.75 0.55 10.23
C28 -7.99 2.48 -6.29
C29 -0.04 -0.45 -8.41
C30 -1.14 -0.91 -0.74
C31 1.26 -0.63 -0.50
C32 0.28 -2.70 -2.97
C33 0.17 -1.38 -0.95
C34 4.76 -0.48 -2.04
C35 -3.87 -3.78 2.74
C36 -3.91 -2.75 3.66
C37 1.75 4.59 -0.32
C38 -4.86 -2.78 4.66
C39 -7.07 2.44 -7.33
C40 -1.90 0.96 -7.84
C41 2.90 4.33 4.66
C42 -5.32 1.92 -5.75
C43 3.31 3.35 3.77
C44 -2.98 -1.07 -2.50
C45 4.35 3.43 6.35
C46 -2.33 -1.66 -1.25
C47 -5.74 2.16 -7.06
C48 -0.14 2.38 1.01
C49 8.22 0.52 8.95
B1 -2.82 0.81 0.35
H1 8.19 -0.48 7.05
H2 5.15 -1.41 -2.45
H3 -5.91 1.79 -3.70
H4 2.17 5.07 4.35
H5 9.85 -2.19 7.74
H6 2.91 0.59 -1.99
H7 -7.39 2.62 -8.34
H8 -5.02 2.11 -7.85
H9 5.15 -0.31 -1.04
H10 -6.50 -3.85 5.52
H11 0.83 -4.61 -0.82
H12 5.11 0.33 -2.67
H13 0.81 -4.03 -4.57
H14 1.87 -4.15 -3.09
H15 -0.78 -4.32 -1.40
H16 -2.76 1.18 -7.22
H17 -4.91 -1.97 5.38
H18 2.78 -0.96 -2.84
H19 -6.40 -5.69 3.88
H20 2.90 3.31 2.77
H21 -4.29 1.70 -5.55
H22 -5.70 -1.31 -1.09
H23 -0.31 -3.62 0.11
H24 -9.03 2.70 -6.50
H25 -5.56 1.11 0.77
H26 -0.18 2.22 -10.48
H27 4.76 3.45 7.35
H28 -4.81 -0.48 1.01
H29 10.09 -0.39 11.62
H30 1.16 0.19 -10.06
H31 -4.71 -5.65 2.08
H32 -1.42 -0.85 -6.80
H33 -3.10 2.28 1.55
H34 7.50 1.26 8.64
H35 -3.09 -1.64 -0.47
H36 0.55 -1.34 -8.22
H37 -6.30 0.30 -1.49
H38 -7.01 -0.59 -0.13
H39 -2.15 -2.71 -1.46
H40 1.96 -2.78 -4.17
H41 4.56 1.64 3.47
H42 -3.21 -1.92 3.59
H43 3.10 5.14 6.64
H44 2.71 -2.16 -0.82
H45 3.28 -0.81 0.15
H46 8.44 1.31 10.93

Properties
SMILES string	CCCc1c2c(c(B(O)OCC)c(CC(=O)I)c1N(C)C(C)=O)C(=O)N(N=C=O)C2=O.O=[N+]([O-])c1ccccc1.O=[N+]([O-])c1ccccc1.O=[N+]([O-])c1ccccc1.O=[N+]([O-])c1ccccc1.O=[N+]([O-])c1ccccc1
total energy	-3934.0986	Eh
molecular weight	1156.66	g mol⁻¹
E_HOMO	-9.323	eV
total charge	0